*i*
{"formula": "C25H36AlIN3OS", "method": "ωB97M-V/def2-TZVPD", "total_charge": 1, "homo_energy_ev": -10.428, "spin_multiplicity": 1, "symbols": ["Al", "I", "C", "C", "C", "C", "C", "C", "C", "C", "C", "C", "H", "H", "H", "H", "H", "H", "C", "C", "C", "C", "C", "C", "H", "H", "H", "H", "H", "H", "H", "H", "H", "C", "N", "C", "C", "N", "N", "C", "C", "H", "H", "H", "H", "H", "H", "H", "H", "H", "H", "H", "H", "H", "O", "S", "C", "C", "C", "C", "H", "H", "H", "H", "H", "H", "H", "H"], "positions_angstrom": [[-0.14018, 0.32391, 0.63206], [-1.13399, 2.63449, 2.86669], [-2.06951, 3.41276, 1.15824], [-2.66636, 4.62862, 1.34251], [-3.38964, 5.22931, 0.29677], [-3.50921, 4.57539, -0.89011], [-2.89925, 3.31493, -1.09542], [-3.07420, 2.66860, -2.34428], [-2.49906, 1.46205, -2.58138], [-1.70168, 0.86935, -1.57924], [-1.48067, 1.42867, -0.33377], [-2.12278, 2.69131, -0.07275], [-2.59338, 5.13084, 2.29725], [-3.85373, 6.19360, 0.45328], [-4.07842, 5.00768, -1.70396], [-3.67504, 3.16167, -3.09889], [-2.63291, 0.96029, -3.53132], [-1.23176, -0.07874, -1.82557], [2.44118, -3.93016, -1.30258], [1.11850, -3.37932, -1.85247], [0.02728, -4.45251, -1.73921], [1.29149, -2.97300, -3.32209], [0.71570, -2.20080, -1.06595], [0.38440, -1.23028, -0.41563], [2.74093, -4.81262, -1.87068], [2.33700, -4.21220, -0.25442], [3.23550, -3.18661, -1.38129], [0.31073, -5.33256, -2.31925], [-0.92311, -4.07938, -2.12309], [-0.11261, -4.75473, -0.70066], [1.58145, -3.84124, -3.91640], [2.06560, -2.21126, -3.42983], [0.36085, -2.57398, -3.72700], [3.61183, 0.42141, 2.86297], [3.77516, 0.77994, 1.46230], [5.09813, 1.26427, 1.08560], [2.69682, 0.93027, 0.66541], [1.48682, 1.12687, 1.18010], [2.86864, 0.88978, -0.66677], [1.91592, 1.50250, -1.58293], [3.83133, -0.00240, -1.29618], [4.49696, -0.12422, 3.18623], [2.74584, -0.22540, 2.98534], [3.50255, 1.30354, 3.50152], [5.46382, 1.93277, 1.86627], [5.04170, 1.82306, 0.15651], [5.80869, 0.44459, 0.97070], [1.51432, 1.50696, 2.11681], [1.32943, 2.25821, -1.06717], [1.24550, 0.75412, -2.01067], [2.47320, 1.97825, -2.39076], [4.30838, -0.63287, -0.55166], [4.59249, 0.55348, -1.84674], [3.29225, -0.64665, -1.99306], [-0.76645, -0.55005, 2.13666], [-1.54817, -1.88591, 2.20462], [-2.74634, -1.52972, 3.52994], [-4.10468, -1.23268, 2.88293], [-3.83318, -0.78243, 1.45060], [-2.81267, -1.78074, 0.92251], [-2.31452, -0.65778, 4.02033], [-2.75611, -2.36483, 4.22725], [-4.64413, -0.48531, 3.46290], [-4.71169, -2.13984, 2.87139], [-3.40924, 0.22335, 1.42543], [-4.73238, -0.77919, 0.83560], [-2.31592, -1.52828, -0.01433], [-3.22743, -2.78912, 0.84078]], "nbo_charge": [1.75, 0.19, -0.14, -0.24, -0.20, -0.17, -0.08, -0.16, -0.25, -0.15, -0.65, 0.00, 0.23, 0.23, 0.22, 0.22, 0.22, 0.21, -0.58, -0.19, -0.58, -0.58, 0.13, -0.74, 0.22, 0.21, 0.20, 0.22, 0.21, 0.21, 0.22, 0.20, 0.21, -0.42, -0.41, -0.41, 0.71, -1.03, -0.41, -0.42, -0.41, 0.22, 0.23, 0.20, 0.21, 0.22, 0.21, 0.41, 0.24, 0.22, 0.22, 0.22, 0.21, 0.22, -1.06, 1.27, -0.58, -0.41, -0.42, -0.59, 0.26, 0.25, 0.24, 0.22, 0.23, 0.24, 0.28, 0.25]}

=====

*ii*
{"formula": "C25H36AlIN3OS", "method": "ωB97M-V/def2-TZVPD", "total_charge": 1, "homo_energy_ev": -10.342, "spin_multiplicity": 1, "symbols": ["Al", "I", "C", "C", "C", "C", "C", "C", "C", "C", "C", "C", "H", "H", "H", "H", "H", "H", "C", "C", "C", "C", "C", "C", "H", "H", "H", "H", "H", "H", "H", "H", "H", "C", "N", "C", "C", "N", "N", "C", "C", "H", "H", "H", "H", "H", "H", "H", "H", "H", "H", "H", "H", "H", "O", "S", "C", "C", "C", "C", "H", "H", "H", "H", "H", "H", "H", "H"], "positions_angstrom": [[-0.01769, -0.02224, 0.09796], [2.40949, -1.39563, 0.91900], [3.18277, 0.52315, 1.34007], [4.45112, 0.57514, 1.84204], [5.03514, 1.82094, 2.12698], [4.33243, 2.96559, 1.89309], [3.01457, 2.91992, 1.38066], [2.29918, 4.11810, 1.16145], [1.01369, 4.08108, 0.71512], [0.39905, 2.84129, 0.46249], [1.03708, 1.62506, 0.61156], [2.38654, 1.67021, 1.09226], [5.01185, -0.33293, 2.01709], [6.03856, 1.85569, 2.52911], [4.77269, 3.93305, 2.10076], [2.78802, 5.06252, 1.36755], [0.45906, 4.99868, 0.56394], [-0.64164, 2.85878, 0.16246], [2.66562, -1.40637, -4.19504], [1.13061, -1.38529, -4.16375], [0.57881, -2.77294, -4.52347], [0.61616, -0.34154, -5.16588], [0.69390, -1.04206, -2.80224], [0.32536, -0.77731, -1.67513], [3.01504, -1.68041, -5.19192], [3.05233, -2.13188, -3.47911], [3.06827, -0.42507, -3.94240], [0.86551, -3.03781, -5.54259], [-0.50992, -2.78581, -4.45375], [0.97493, -3.52712, -3.84328], [1.02429, -0.54781, -6.15633], [0.92008, 0.66377, -4.87021], [-0.47160, -0.37255, -5.24480], [-3.16239, -2.92062, 1.25475], [-2.63743, -2.30135, 2.45960], [-2.85544, -3.05433, 3.68817], [-1.67645, -1.34365, 2.36421], [-0.91368, -1.25378, 1.29196], [-1.51116, -0.50676, 3.40526], [-0.38302, 0.41320, 3.43347], [-2.61837, -0.14052, 4.28214], [-4.18839, -3.23274, 1.44754], [-2.59044, -3.80427, 0.95029], [-3.17241, -2.19686, 0.44197], [-2.61755, -4.10627, 3.51293], [-3.89465, -2.98967, 4.01556], [-2.20710, -2.68651, 4.47822], [-0.99982, -2.08033, 0.70829], [0.52547, -0.08899, 3.10731], [-0.24005, 0.75569, 4.45587], [-0.55736, 1.27850, 2.78859], [-3.54851, -0.57782, 3.93351], [-2.73017, 0.94486, 4.27702], [-2.43290, -0.46074, 5.30843], [-1.69916, 0.74286, -0.31952], [-1.65083, 1.35107, -1.74240], [-3.00985, 2.56734, -1.72609], [-3.68009, 2.37736, -3.07650], [-3.92118, 0.87285, -3.18735], [-2.60801, 0.19698, -2.78900], [-2.61241, 3.56684, -1.56056], [-3.65224, 2.27852, -0.89329], [-3.00252, 2.70705, -3.86940], [-4.59862, 2.95613, -3.15941], [-4.22302, 0.58651, -4.19356], [-4.72120, 0.57936, -2.50591], [-1.97301, -0.02225, -3.64248], [-2.72420, -0.71019, -2.20110]], "nbo_charge": [1.63, 0.28, -0.12, -0.25, -0.20, -0.16, -0.09, -0.16, -0.22, -0.21, -0.56, -0.02, 0.23, 0.23, 0.22, 0.22, 0.22, 0.19, -0.59, -0.19, -0.58, -0.58, 0.16, -0.75, 0.21, 0.22, 0.22, 0.22, 0.21, 0.22, 0.22, 0.22, 0.19, -0.42, -0.43, -0.41, 0.69, -0.98, -0.40, -0.41, -0.41, 0.22, 0.20, 0.22, 0.21, 0.21, 0.22, 0.40, 0.23, 0.22, 0.21, 0.22, 0.21, 0.21, -1.03, 1.26, -0.57, -0.42, -0.41, -0.57, 0.25, 0.24, 0.22, 0.24, 0.24, 0.21, 0.25, 0.26]}

=====

According to the calculations, the structures order from most to least stable as *i*, *ii*.

=====

*i*
{"formula": "C13H18N5O4S2Ti", "method": "ωB97M-V/def2-TZVPD", "total_charge": -2, "homo_energy_ev": [0.443, 0.463], "spin_multiplicity": 2, "symbols": ["Ti", "N", "C", "C", "O", "N", "C", "C", "O", "O", "H", "H", "H", "H", "H", "H", "O", "N", "C", "C", "C", "C", "C", "S", "H", "H", "H", "H", "S", "C", "N", "C", "C", "C", "N", "H", "H", "H", "H", "H", "H", "H", "H"], "positions_angstrom": [[0.31793, -0.19824, 1.14025], [-0.27314, 2.13006, 1.66847], [-0.47811, 2.19301, 3.12048], [0.73672, 1.52771, 3.78067], [1.23416, 2.05455, 4.80239], [1.12276, 0.47932, 3.09042], [2.45159, -0.04408, 3.28858], [3.16229, -0.08983, 1.92697], [4.38277, -0.23911, 1.87361], [2.38313, 0.02348, 0.90079], [0.56873, 2.63151, 1.40464], [-1.05965, 2.50255, 1.15061], [-1.38945, 1.63434, 3.35073], [-0.57410, 3.20919, 3.51479], [2.42188, -1.07614, 3.65609], [3.04111, 0.55519, 3.98600], [0.11515, 0.82151, -0.78299], [-1.01191, 1.19659, -1.33307], [-0.91560, 1.87861, -2.49739], [-2.01396, 2.30153, -3.19624], [-3.27889, 2.00094, -2.67950], [-3.36907, 1.30454, -1.50313], [-2.23368, 0.87300, -0.77737], [-2.32300, -0.00239, 0.67476], [0.10715, 2.03817, -2.80407], [-1.87954, 2.84317, -4.12155], [-4.17707, 2.30877, -3.20107], [-4.32763, 1.04740, -1.07456], [0.08393, -2.43774, 1.97403], [0.37297, -2.17726, 0.22666], [-0.66926, -2.79774, -0.61616], [-0.71290, -2.21141, -1.95354], [0.71989, -1.97254, -2.44686], [1.65881, -2.92978, -1.71020], [1.66769, -2.69937, -0.27002], [-1.55103, -2.65457, -0.14101], [-1.28003, -1.26893, -1.99103], [-1.22425, -2.91775, -2.62241], [1.02334, -0.94954, -2.21431], [0.78171, -2.11384, -3.53320], [2.68330, -2.82497, -2.08219], [1.34444, -3.96001, -1.92161], [2.36080, -1.98988, -0.05748]], "mulliken_spin": [1.05, 0.01, 0.00, 0.00, 0.01, -0.01, -0.01, 0.01, 0.00, 0.00, 0.00, 0.01, 0.01, 0.00, 0.00, 0.00, -0.03, 0.00, 0.00, 0.00, 0.00, 0.00, 0.01, 0.00, 0.00, 0.00, 0.00, 0.00, -0.02, -0.05, 0.00, 0.01, 0.00, 0.00, 0.00, 0.00, 0.00, 0.00, 0.01, 0.00, 0.00, 0.00, 0.00]}

=====

*ii*
{"formula": "C13H18N5O4S2Ti", "method": "ωB97M-V/def2-TZVPD", "total_charge": -2, "homo_energy_ev": [0.829, -0.883], "spin_multiplicity": 2, "symbols": ["Ti", "N", "C", "C", "O", "N", "C", "C", "O", "O", "H", "H", "H", "H", "H", "H", "O", "N", "C", "C", "C", "C", "C", "S", "H", "H", "H", "H", "S", "C", "N", "C", "C", "C", "N", "H", "H", "H", "H", "H", "H", "H", "H"], "positions_angstrom": [[0.46628, -0.03870, 1.28140], [0.91055, 0.68638, -0.81917], [2.31772, 0.53346, -1.20842], [3.21665, 0.46540, 0.02036], [4.43840, 0.64159, -0.10915], [2.54261, 0.21667, 1.13715], [3.30082, 0.17873, 2.36838], [2.35394, 0.07722, 3.56499], [2.82107, 0.05199, 4.70549], [1.10652, 0.05283, 3.26313], [0.28723, 0.23899, -1.47586], [0.65037, 1.66458, -0.72355], [2.66434, 1.35042, -1.84681], [2.42566, -0.41050, -1.74069], [3.88830, 1.09578, 2.49271], [4.01835, -0.64814, 2.39084], [-1.54110, 0.17927, 1.15440], [-2.20568, 1.28822, 0.72354], [-3.57240, 1.13160, 0.50104], [-4.33508, 2.22734, 0.20018], [-3.77347, 3.50859, 0.18253], [-2.40221, 3.63662, 0.57644], [-1.63327, 2.53934, 0.87840], [0.01910, 2.55793, 1.42192], [-3.92703, 0.11470, 0.55043], [-5.38758, 2.07365, -0.01250], [-4.37382, 4.38069, -0.03954], [-1.93021, 4.60610, 0.65828], [0.42755, -2.35438, 1.84261], [0.18863, -1.88240, 0.16501], [1.23257, -2.30365, -0.77834], [0.73157, -3.06418, -1.91079], [-0.20684, -2.12652, -2.65508], [-1.39546, -1.77882, -1.75122], [-1.13338, -2.18639, -0.37206], [1.91989, -2.81199, -0.23934], [0.20804, -3.99477, -1.63889], [1.57749, -3.33287, -2.55157], [-0.55560, -2.55178, -3.60079], [0.37892, -1.23923, -2.90834], [-2.26812, -2.34788, -2.09028], [-1.66677, -0.71606, -1.84978], [-1.78454, -1.70980, 0.24295]], "mulliken_spin": [0.03, 0.00, 0.00, 0.01, 0.00, 0.00, 0.00, 0.00, 0.00, 0.00, 0.00, 0.00, 0.00, 0.00, 0.00, 0.00, 0.00, 0.20, 0.34, -0.23, 0.42, 0.01, 0.14, 0.02, 0.04, -0.02, 0.06, -0.01, 0.00, 0.00, 0.00, 0.00, 0.00, 0.00, 0.00, 0.00, 0.00, 0.00, 0.00, 0.00, -0.01, 0.00, 0.00]}

=====

According to the calculations, the structures order from most to least stable as *ii*, *i*.

=====

*i*
{"formula": "C6H26NO8", "method": "ωB97M-V/def2-TZVPD", "total_charge": -1, "homo_energy_ev": -5.799, "spin_multiplicity": 1, "symbols": ["C", "N", "C", "O", "C", "C", "C", "C", "H", "H", "H", "H", "H", "H", "H", "H", "H", "H", "H", "H", "H", "H", "O", "H", "H", "O", "H", "H", "O", "H", "H", "O", "H", "H", "O", "H", "H", "O", "H", "H", "O"], "positions_angstrom": [[0.43876, 0.97951, 0.02331], [0.03062, 2.14546, 0.81242], [-0.08536, 2.06595, 2.20522], [1.17528, 2.00740, 2.80366], [-0.39468, -0.27715, 0.25473], [-1.86267, -0.12207, 0.61345], [-2.59633, -1.39459, 0.47704], [-3.24727, -1.89447, 1.51699], [1.50785, 0.67683, 0.26884], [0.33547, 1.42102, -1.01229], [0.48314, 2.95739, 0.41638], [-0.56127, 2.93301, 2.67867], [-0.45379, 1.07976, 2.48557], [-0.22331, -1.07041, -0.52429], [0.04453, -0.70765, 1.17960], [-1.97432, 0.24615, 1.64114], [-2.46868, 0.69548, 0.11405], [-2.43243, -1.94623, -0.50223], [-3.61361, -1.48206, 2.47153], [-3.57684, -2.89280, 1.40248], [-1.43905, 2.61111, -0.22096], [-1.08328, 3.00003, -1.71006], [-1.82805, 2.72056, -1.13414], [2.88947, -2.89549, -0.22939], [1.49982, -3.07309, 0.21190], [1.90727, -3.26531, -0.63906], [-3.87299, 1.14864, -2.06623], [-3.61998, 2.15729, -0.93443], [-4.20514, 1.45497, -1.21056], [2.50009, -0.57535, 3.03880], [1.94541, 1.42644, 2.47933], [2.62097, -0.07402, 2.22267], [3.12073, -0.72049, 1.32529], [3.50096, -0.81060, -0.28792], [3.63959, -1.59833, 0.22650], [2.13538, -0.48204, -3.48094], [2.71157, 0.35208, -4.69998], [2.23549, 0.36593, -3.87891], [2.08759, -2.70259, -2.20511], [0.85530, -2.23281, -3.04466], [1.87377, -2.22745, -3.08840]], "nbo_charge": [-0.21, -0.68, 0.09, -0.84, -0.43, -0.49, -0.13, -0.43, 0.21, 0.19, 0.37, 0.17, 0.17, 0.23, 0.22, 0.20, 0.24, 0.20, 0.20, 0.18, 0.50, 0.48, -1.02, 0.53, 0.47, -1.06, 0.47, 0.49, -0.96, 0.46, 0.53, -1.11, 0.53, 0.44, -1.17, 0.51, 0.46, -0.99, 0.53, 0.46, -1.01]}

=====

*ii*
{"formula": "C6H26NO8", "method": "ωB97M-V/def2-TZVPD", "total_charge": -1, "homo_energy_ev": -5.662, "spin_multiplicity": 1, "symbols": ["C", "C", "C", "C", "C", "N", "C", "O", "H", "H", "H", "H", "H", "H", "H", "H", "H", "H", "H", "H", "H", "H", "O", "H", "H", "O", "H", "H", "O", "H", "H", "O", "H", "H", "O", "H", "H", "O", "H", "H", "O"], "positions_angstrom": [[1.14287, -2.60358, -1.89446], [0.65504, -1.26325, -2.42685], [1.73761, -0.11792, -2.22042], [1.20707, 1.30155, -2.20554], [1.96276, 2.28999, -1.76448], [-0.56788, -0.80579, -1.76874], [-1.78119, -1.56498, -1.94044], [-2.08399, -2.32396, -0.79734], [0.32221, -3.29693, -1.78294], [1.30901, -2.48014, -0.80618], [1.96474, -3.16695, -2.38368], [0.46502, -1.34412, -3.54093], [2.48811, -0.31961, -2.99012], [2.16250, -0.37786, -1.24866], [0.21531, 1.50928, -2.58024], [2.77307, 2.02345, -1.04921], [1.49602, 3.29194, -1.69531], [-0.36900, -0.23092, -0.96608], [-2.68337, -0.97376, -2.17342], [-1.37837, -2.29100, -2.68821], [-2.14804, 0.63987, 0.28857], [-1.65007, 1.29561, -1.17461], [-1.88225, 1.59227, -0.28585], [-0.22055, -1.86391, 2.91863], [0.35770, -1.21065, 1.70444], [0.63332, -1.66913, 2.50896], [1.92621, -0.52215, 3.50434], [3.28803, -0.99727, 3.30907], [2.82547, -0.31798, 3.81782], [-2.04657, -0.70997, 2.50379], [-1.49951, 0.32567, 3.46637], [-1.84088, -0.57443, 3.47039], [-2.11972, 3.07080, 1.98668], [-1.23596, 3.02047, 0.71294], [-1.22383, 3.22246, 1.67242], [0.51211, 3.51128, 1.90091], [1.73421, 2.79807, 2.58524], [1.47428, 3.55460, 2.05201], [-2.28588, -1.71882, -0.00497], [-3.28448, -0.23505, 1.05840], [-2.35117, -0.46719, 0.92769]], "nbo_charge": [-0.65, -0.02, -0.45, -0.17, -0.41, -0.71, 0.10, -0.81, 0.23, 0.21, 0.20, 0.16, 0.21, 0.21, 0.21, 0.20, 0.20, 0.39, 0.15, 0.16, 0.49, 0.45, -1.11, 0.50, 0.48, -0.98, 0.50, 0.46, -0.97, 0.50, 0.46, -1.02, 0.48, 0.52, -1.00, 0.50, 0.47, -0.99, 0.51, 0.45, -1.13]}

=====

According to the calculations, the structures order from most to least stable as *ii*, *i*.